{
  "formula": "C7H11N2",
  "method": "the ωB97M-V functional and the def2-TZVPD basis",
  "e_homo_ev": -12.4,
  "relative_energy_kcal_mol": 62.76,
  "lumo_energy_ev": -2.84,
  "charge": 1,
  "homo_lumo_gap_ev": 9.56,
  "species": ["C", "C", "C", "C", "C", "C", "C", "N", "N", "H", "H", "H", "H", "H", "H", "H", "H", "H", "H", "H"],
  "positions_angstrom": [[-3.3385, -1.0095, -0.1642], [-2.0627, -1.0977, -0.3608], [-2.4593, 0.9433, 0.2320], [3.9317, -1.0920, 0.3880], [3.2595, -0.1742, -0.3187], [1.1809, 1.1865, -0.2543], [2.1242, 0.5071, 0.3704], [-3.6278, 0.3151, 0.2170], [-1.5534, 0.1279, -0.0937], [-4.2079, -1.6220, -0.4090], [-1.5349, -2.0169, -0.5158], [-2.3217, 2.0712, 0.4367], [4.6861, -1.8118, 0.1098], [3.4570, -1.2518, 1.2711], [3.6918, 0.0939, -1.2592], [0.4881, 1.8549, 0.2593], [1.3368, 1.3348, -1.3155], [-0.5987, 0.4846, -0.2498], [2.0501, 0.3616, 1.3968], [-4.5012, 0.7950, 0.2598]],
  "forces_ev_per_a": [[-5.4, 0.9, 0.0], [2.0, -1.7, -0.1], [-2.5, 4.7, 1.1], [-0.6, 0.3, -1.9], [0.9, -0.3, 1.1], [0.3, 1.2, -0.9], [0.8, -0.7, -2.0], [1.0, -0.6, -0.4], [3.8, -0.4, -0.7], [0.7, -0.3, 0.4], [0.6, 0.2, -0.4], [-0.2, -2.2, -0.3], [0.3, 0.5, -0.4], [-0.7, -0.9, 3.0], [-0.6, 0.5, -0.8], [0.1, -0.2, 0.1], [-0.4, 0.2, -0.2], [0.2, -0.8, 0.3], [0.1, -0.2, 1.8], [-0.6, -0.1, 0.2]]
}

=====

{
  "formula": "C8H5Cl2IrNO9Se",
  "method": "the ωB97M-V functional and the def2-TZVPD basis",
  "multiplicity": 6,
  "e_homo_ev": [-9.2, -10.9],
  "relative_energy_kcal_mol": 0.00,
  "lumo_energy_ev": [-1.10, -3.83],
  "homo_lumo_gap_ev": [8.09, 7.04],
  "species": ["Ir", "O", "C", "C", "C", "N", "C", "C", "C", "O", "O", "C", "O", "O", "H", "H", "H", "Cl", "C", "Cl", "H", "H", "O", "Se", "O", "O", "O"],
  "positions_angstrom": [[1.4919, 0.4090, 0.0773], [-4.3868, -0.5464, -1.2489], [-3.1270, -0.2234, -1.0064], [-2.7523, 0.1491, 0.2974], [-1.4469, 0.3608, 0.5492], [-0.5286, 0.1428, -0.3971], [-0.8800, -0.3158, -1.5719], [-2.1875, -0.3491, -1.9703], [0.4043, -0.6998, -2.3496], [0.3920, -1.1557, -3.4849], [1.5394, -0.6236, -1.7155], [-0.8241, 0.5500, 1.8705], [-1.5258, 0.6656, 2.8000], [0.4918, 0.4446, 1.9140], [-4.9526, -0.2470, -0.5885], [-3.3910, 0.3034, 1.0995], [-2.4177, -0.9490, -2.8571], [3.5175, -1.5703, 1.2671], [2.3067, -2.5175, 2.1804], [0.8894, -2.6386, 1.2063], [2.0405, -2.0054, 3.0773], [2.6842, -3.5362, 2.2843], [3.0890, 3.6644, -1.6725], [2.6162, 3.0371, -0.2983], [1.0438, 2.4241, -0.5617], [3.2128, 1.4307, -0.0003], [2.7010, 3.7962, 1.0997]],
  "forces_ev_per_a": [[1.7, 0.2, 0.7], [0.9, -0.8, -2.6], [-1.0, 0.6, 2.2], [0.6, 0.4, -1.1], [1.3, -0.3, -1.1], [-1.2, -0.1, 0.3], [2.1, 0.9, -1.0], [0.8, -2.6, -1.7], [-0.4, -1.6, -2.9], [-1.0, 0.7, 1.2], [-0.2, 0.6, 1.2], [1.3, -0.3, -0.7], [-1.7, 0.5, 2.9], [0.1, 0.2, -0.5], [-1.6, 0.7, 2.0], [-1.5, 0.0, 1.2], [0.0, 0.8, -0.1], [0.1, 0.1, 0.3], [0.7, -0.4, -0.7], [-1.3, -0.3, -0.7], [0.2, 0.2, 0.6], [0.1, 0.4, 0.4], [0.5, 0.1, -0.1], [-0.2, 0.6, 0.3], [-0.5, -0.6, 0.3], [0.2, -0.2, 0.0], [0.1, 0.1, -0.3]]
}

=====

{
  "formula": "C2H5N3OS",
  "method": "the ωB97M-V functional and the def2-TZVPD basis",
  "e_homo_ev": -9.0,
  "relative_energy_kcal_mol": 113.87,
  "lumo_energy_ev": -0.42,
  "smiles": "[H]/N=C(/N)N(O)C=S",
  "homo_lumo_gap_ev": 8.61,
  "species": ["H", "N", "C", "N", "N", "O", "C", "S", "H", "H", "H", "H"],
  "positions_angstrom": [[-2.5106, 0.2745, 0.1831], [-1.9437, -0.6979, -0.0968], [-0.6010, -0.5456, -0.0673], [0.1344, -1.7601, 0.0115], [0.0690, 0.7426, -0.3894], [-0.5795, 1.9231, -0.0376], [1.4457, 0.8469, -0.1793], [2.7625, -0.1833, -0.0130], [1.0584, -2.1179, -0.3496], [-0.7542, -2.4726, -0.0010], [-0.8290, 2.1092, 0.9788], [1.7480, 1.8812, -0.0396]],
  "forces_ev_per_a": [[2.3, -3.1, -1.4], [1.9, 3.6, 2.0], [-2.6, -0.8, -1.9], [-3.5, -1.2, -0.2], [1.5, -2.0, 2.7], [-1.5, 1.0, 1.5], [1.3, -0.2, 0.5], [-1.9, 0.7, -0.6], [-1.6, 1.5, 0.3], [3.3, 1.8, 0.1], [1.3, -1.6, -2.8], [-0.5, 0.2, -0.2]]
}

=====

{
  "formula": "C25H31FN5O2PtS2",
  "method": "the ωB97M-V functional and the def2-TZVPD basis",
  "e_homo_ev": -10.8,
  "relative_energy_kcal_mol": 92.77,
  "lumo_energy_ev": -3.64,
  "charge": 1,
  "homo_lumo_gap_ev": 7.20,
  "species": ["Pt", "C", "N", "C", "C", "C", "C", "C", "N", "C", "C", "C", "C", "C", "C", "H", "H", "H", "H", "H", "H", "H", "H", "H", "H", "H", "C", "O", "H", "H", "H", "C", "S", "C", "O", "H", "H", "H", "H", "H", "H", "C", "C", "C", "N", "N", "C", "N", "S", "H", "H", "H", "H", "H", "H", "H", "F", "C", "C", "C", "C", "C", "C", "H", "H", "H", "H"],
  "positions_angstrom": [[-0.3648, -0.1676, 0.3081], [0.9176, -2.3438, 2.3812], [-0.2543, -1.6160, 1.8739], [-1.4371, -1.9248, 2.3091], [-2.5545, -1.2420, 1.7990], [-3.8855, -1.1410, 2.1831], [-4.4673, -0.1900, 1.3320], [-3.4745, 0.2397, 0.4593], [-2.3254, -0.4179, 0.7215], [1.5717, -3.2219, 1.3424], [0.8346, -4.2175, 0.7123], [1.4280, -5.0348, -0.2384], [2.7674, -4.8599, -0.5654], [3.5084, -3.8734, 0.0699], [2.9081, -3.0560, 1.0175], [0.5938, -2.9615, 3.2228], [1.6371, -1.6114, 2.7342], [-1.5582, -2.6754, 3.0870], [-4.3605, -1.6833, 2.9862], [-5.4873, 0.1583, 1.3428], [-3.5525, 0.9416, -0.3575], [-0.2127, -4.3562, 0.9631], [0.8503, -5.8152, -0.7185], [3.2326, -5.4968, -1.3068], [4.5528, -3.7357, -0.1809], [3.4770, -2.2650, 1.4939], [2.0095, -0.5418, -1.4546], [1.0587, -1.2508, -0.6842], [2.6693, -1.2701, -1.9352], [2.6255, 0.1088, -0.8300], [1.5457, 0.0614, -2.2475], [3.5930, 0.7973, 3.2572], [2.1579, 1.4513, 2.4275], [2.9883, 2.6887, 1.4499], [1.7816, 0.3527, 1.4425], [4.0515, 1.5828, 3.8588], [4.2852, 0.4195, 2.5047], [3.2593, -0.0102, 3.9069], [3.4659, 3.4140, 2.1093], [2.2275, 3.1803, 0.8453], [3.7198, 2.1909, 0.8127], [-1.7444, 2.9861, -4.6694], [-2.8400, 2.1041, -4.0640], [-2.2491, 1.0037, -3.2364], [-1.6324, 1.1844, -2.1299], [-1.1068, 0.0286, -1.6145], [-1.3306, -1.0488, -2.3598], [-0.9162, -2.2855, -2.0782], [-2.2478, -0.6578, -3.7627], [-2.1881, 3.7823, -5.2650], [-1.0855, 2.4030, -5.3140], [-1.1430, 3.4353, -3.8796], [-3.4508, 1.6692, -4.8552], [-3.4917, 2.7032, -3.4274], [-0.1135, -2.3283, -1.4389], [-1.0212, -2.9999, -2.7775], [-1.4494, 5.7754, 0.6337], [-1.1174, 4.4764, 0.6084], [-0.3910, 3.9975, -0.4630], [-0.0592, 2.6493, -0.5001], [-0.4611, 1.8239, 0.5335], [-1.1589, 2.3234, 1.6223], [-1.5028, 3.6689, 1.6594], [-0.0963, 4.6697, -1.2580], [0.5134, 2.2642, -1.3319], [-1.4377, 1.6787, 2.4465], [-2.0617, 4.0857, 2.4864]],
  "forces_ev_per_a": [[-0.3, -2.4, -2.0], [0.0, 0.1, -0.1], [0.2, -0.1, 0.1], [0.2, 0.1, 0.3], [-0.1, -0.1, 0.0], [-0.2, 0.1, 0.0], [0.0, -0.1, 0.1], [0.0, 0.0, -0.2], [0.0, 1.2, 1.0], [-0.1, 0.0, 0.0], [0.0, 0.0, 0.0], [0.0, 0.0, 0.0], [0.0, 0.0, 0.0], [0.0, 0.0, 0.0], [0.1, 0.0, 0.0], [0.0, 0.1, 0.1], [0.0, 0.0, 0.0], [0.0, 0.0, 0.0], [0.0, 0.0, -0.1], [0.0, -0.1, 0.0], [0.1, 0.1, 0.1], [0.0, 0.0, 0.0], [0.0, 0.0, 0.0], [0.0, 0.0, 0.0], [0.0, 0.0, 0.0], [0.0, 0.0, 0.0], [-0.1, -0.3, -0.1], [0.8, 0.7, 0.4], [0.0, 0.0, 0.0], [0.0, 0.0, 0.0], [0.0, 0.0, 0.0], [0.1, -0.1, 0.1], [-0.2, -0.2, -0.2], [0.0, 0.1, -0.1], [0.3, 0.4, 0.3], [0.0, 0.0, 0.0], [0.0, 0.0, 0.0], [0.0, 0.0, 0.0], [0.0, 0.0, 0.0], [0.0, 0.0, 0.0], [0.0, 0.0, 0.0], [0.0, 0.0, 0.0], [0.1, 0.0, 0.0], [0.0, -0.1, -0.1], [-0.2, -0.1, 0.0], [0.2, 0.5, -0.1], [0.1, 0.0, 0.0], [-0.1, 0.0, 0.1], [0.0, 0.0, -0.1], [0.0, 0.0, 0.0], [0.0, 0.0, 0.0], [0.0, 0.0, 0.0], [-0.1, 0.0, 0.0], [0.0, 0.0, 0.0], [0.2, 0.0, -0.1], [-0.1, 0.0, 0.0], [0.0, 0.0, 0.0], [0.0, 0.0, 0.0], [0.2, 0.0, 0.0], [0.3, 0.1, 0.1], [-1.1, 0.0, 0.1], [0.0, 0.1, 0.0], [0.2, 0.0, 0.1], [0.0, 0.0, 0.0], [-0.1, 0.0, -0.1], [-0.1, 0.0, -0.1], [0.0, 0.0, 0.0]]
}

=====

{
  "formula": "Cl3H3Si3",
  "method": "the ωB97M-V functional and the def2-TZVPD basis",
  "e_homo_ev": [-7.4, -7.0],
  "relative_energy_kcal_mol": 125.74,
  "lumo_energy_ev": [-2.58, -2.51],
  "homo_lumo_gap_ev": [4.81, 4.46],
  "species": ["Si", "Si", "Si", "Cl", "Cl", "Cl", "H", "H", "H"],
  "positions_angstrom": [[0.0129, -0.9085, 2.5169], [-0.0181, 0.2618, 0.5774], [1.5297, -0.4773, -0.9529], [-1.3953, -2.2677, 2.0329], [2.9737, 0.8745, -0.8215], [2.5319, -2.3251, -0.5996], [0.1347, -1.3558, 3.9729], [-0.7474, 0.8368, -2.1498], [0.8375, -0.9081, -2.1832]],
  "forces_ev_per_a": [[1.0, -1.3, 0.7], [-1.0, 1.5, -1.0], [-0.5, -2.7, -0.2], [-0.7, -0.6, -0.4], [0.8, 1.1, -0.3], [-0.2, 0.5, 0.2], [0.0, 1.0, -0.3], [0.3, -0.1, 1.2], [0.3, 0.6, 0.0]]
}